{
  "formula": "C4H6P2",
  "method": "wB97M-V/def2-TZVPD",
  "e_above_lowest_ev": 7.0700,
  "e_lumo_ev": [-1.67, -0.90],
  "homo_lumo_gap_ev": [6.363, 7.374],
  "total_charge": 0,
  "smiles": "C#[PH]C=P#CC",
  "max_force_ha_per_bohr": 0.0722,
  "homo_energy_ev": [-8.03, -8.27],
  "multiplicity": 1,
  "energy_ev": -22813.92620,
  "elements": ["C", "C", "C", "C", "P", "P", "H", "H", "H", "H", "H", "H"],
  "xyz": [[-1.826, -1.430, -0.367], [-1.321, 1.149, 0.618], [1.452, 0.167, 0.519], [2.631, -0.321, -0.144], [0.346, 1.190, 0.008], [-2.459, -0.037, 0.039], [-2.570, -2.278, -0.611], [-1.651, 2.129, 0.514], [2.605, -0.204, -1.282], [2.733, -1.342, -0.091], [3.591, 0.135, 0.275], [-3.530, 0.841, 0.521]],
  "atomic_forces_ev_per_a": [[-1.463, -3.260, -1.008], [1.914, -1.117, -0.936], [-0.176, -0.391, -0.104], [2.128, 2.351, -1.557], [-1.343, 0.506, 0.379], [0.159, 3.013, 1.616], [1.286, 1.224, 0.353], [-1.107, 1.824, 0.286], [0.104, 0.390, 1.368], [0.164, -2.653, 0.760], [-1.179, -0.590, -0.574], [-0.489, -1.296, -0.582]],
  "nbo_charge": [-0.8018, -0.9421, -0.3067, -0.7348, 0.7860, 0.8824, 0.2101, 0.2183, 0.2221, 0.2497, 0.2372, -0.0203]
}